# 1
This record from the Open Molecules 2025 dataset describes one molecule with the formula C12H29NSi in a non-equilibrium geometry. The level of theory is wB97M-V/def2-TZVPD.

CARTESIAN COORDINATES (ANGSTROEM)
C: 3.400 2.934 1.973
C: 2.239 3.289 1.075
C: 1.556 2.004 0.568
C: 0.239 2.350 -0.107
Si: -0.824 0.922 -0.639
C: -2.164 1.497 -1.782
C: -1.639 0.300 0.940
C: -1.555 -1.209 1.001
C: -2.038 -1.869 2.310
C: -1.649 -3.340 2.330
C: 0.330 -0.267 -1.528
C: -0.335 -1.489 -2.111
C: 0.499 -2.292 -3.054
N: 1.628 -2.897 -2.321
H: 3.888 3.859 2.281
H: 4.139 2.317 1.495
H: 3.087 2.405 2.872
H: 2.626 3.821 0.215
H: 1.527 3.948 1.559
H: 1.351 1.266 1.378
H: 2.230 1.427 -0.126
H: -0.395 2.952 0.602
H: 0.376 2.933 -1.011
H: -1.742 1.678 -2.768
H: -2.934 0.707 -1.881
H: -2.693 2.367 -1.404
H: -2.679 0.663 0.905
H: -1.127 0.773 1.768
H: -2.096 -1.649 0.156
H: -0.540 -1.478 0.813
H: -1.606 -1.254 3.126
H: -3.135 -1.728 2.380
H: -0.542 -3.450 2.362
H: -2.020 -3.874 1.436
H: -2.011 -3.854 3.223
H: 1.110 -0.509 -0.826
H: 0.835 0.316 -2.299
H: -0.631 -2.149 -1.315
H: -1.238 -1.181 -2.627
H: 0.903 -1.676 -3.879
H: -0.059 -3.097 -3.540
H: 2.387 -2.244 -2.141
H: 1.303 -3.222 -1.414

Energy above the lowest of the compared OMol25 structures with the same formula, charge and spin in kcal/mol: 0.0
SMILES string: CCCC[Si](C)(CCCC)CCCN
Calculated total energy in eV: -22282.92498
Total charge: 0
Frontier orbital gap in eV: 9.897



# 2
This record from the Open Molecules 2025 dataset describes a 9-piece molecular cluster, C13H44N14O9 overall in a non-equilibrium geometry. The level of theory is wB97M-V/def2-TZVPD.

CARTESIAN COORDINATES (ANGSTROEM)
C: 3.688 4.504 2.777
C: 2.893 3.780 1.610
C: 3.828 3.438 0.528
O: 2.229 2.679 2.094
H: 4.244 5.356 2.387
H: 4.373 3.749 3.163
H: 3.095 5.053 3.508
H: 2.099 4.379 1.164
H: 4.205 4.374 0.117
H: 3.287 2.786 -0.157
H: 4.679 2.830 0.834
H: 1.993 2.185 1.305
C: 1.843 -2.706 -3.429
C: 2.332 -3.639 -2.258
C: 3.226 -2.888 -1.252
O: 1.259 -4.177 -1.580
H: 1.211 -1.859 -3.158
H: 1.360 -3.280 -4.219
H: 2.738 -2.470 -4.004
H: 3.028 -4.384 -2.643
H: 2.581 -2.144 -0.784
H: 3.993 -2.323 -1.782
H: 3.598 -3.449 -0.394
H: 0.594 -4.556 -2.160
C: 3.686 -1.158 2.632
O: 4.598 -1.636 3.313
N: 3.887 -0.607 1.484
N: 2.398 -1.252 2.887
H: 4.815 -0.604 1.085
H: 3.174 -0.032 1.059
H: 2.085 -1.663 3.754
H: 1.747 -0.754 2.297
C: 0.288 -0.122 0.156
O: 1.333 0.231 0.623
N: -0.739 0.646 0.047
N: -0.125 -1.379 0.032
H: -1.586 0.283 -0.365
H: -0.559 1.631 0.184
H: 0.524 -2.132 0.212
H: -1.012 -1.588 -0.405
C: -1.840 3.342 1.900
O: -2.226 3.203 2.999
N: -0.606 3.276 1.465
N: -2.634 3.586 0.932
H: 0.228 3.292 2.035
H: -0.481 3.590 0.513
H: -2.394 4.154 0.132
H: -3.624 3.533 1.127
C: -4.444 0.398 2.673
O: -5.171 -0.615 2.786
N: -3.672 0.574 1.601
N: -4.337 1.382 3.543
H: -3.713 -0.196 0.948
H: -3.112 1.402 1.460
H: -3.776 2.200 3.356
H: -4.685 1.229 4.479
C: -3.946 -4.965 -0.100
O: -4.545 -5.013 -1.168
N: -3.309 -3.888 0.402
N: -3.965 -5.869 0.826
H: -2.812 -3.977 1.277
H: -3.320 -3.006 -0.089
H: -4.558 -6.613 0.489
H: -3.958 -5.581 1.795
C: -3.596 0.037 -1.974
O: -2.961 -0.699 -1.274
N: -4.589 0.804 -1.655
N: -3.488 0.002 -3.205
H: -4.866 0.918 -0.690
H: -5.049 1.368 -2.355
H: -2.735 -0.623 -3.454
H: -3.826 0.744 -3.801
C: 1.396 0.807 -3.534
O: 0.213 0.669 -3.714
N: 1.986 0.867 -2.374
N: 2.232 0.594 -4.458
H: 1.412 0.615 -1.583
H: 2.826 0.308 -2.334
H: 1.886 0.088 -5.261
H: 3.170 0.960 -4.375

Calculated total energy in eV: -53487.00011
⟨S²⟩: 0.750
Total charge: -1
Frontier orbital gap (alpha / beta) in eV: 2.254 / 9.309
2S+1: 2



# 3
This record from the Open Molecules 2025 dataset describes a 3-piece molecular cluster, C3H9NO2 overall in a non-equilibrium geometry. The level of theory is wB97M-V/def2-TZVPD.

CARTESIAN COORDINATES (ANGSTROEM)
C: -0.322 -1.523 -1.045
C: -1.601 -1.081 -1.126
N: -2.104 -0.207 -0.187
C: -2.107 -0.487 1.037
H: 0.420 -0.783 -0.758
H: -0.008 -2.518 -1.334
H: -2.189 -1.301 -2.015
H: -2.156 0.245 1.837
H: -1.826 -1.529 1.283
O: 4.230 0.818 2.007
H: 4.482 0.986 1.122
H: 3.318 0.502 2.036
O: 0.446 1.792 -1.010
H: -0.094 2.175 -1.700
H: -0.153 1.313 -0.463

Energy above the lowest of the compared OMol25 structures with the same formula, charge and spin in kcal/mol: 83.9
SMILES string: C=CN=C.O.O
Calculated total energy in eV: -8839.31503
Total charge: 0
Frontier orbital gap in eV: 9.104



# 4
This record from the Open Molecules 2025 dataset describes a 2-piece molecular cluster, C4H12 overall in a non-equilibrium geometry. The level of theory is wB97M-V/def2-TZVPD.

CARTESIAN COORDINATES (ANGSTROEM)
C: 2.249 0.761 -0.283
C: 1.198 1.614 0.424
H: 2.873 0.262 0.453
H: 1.798 0.070 -0.988
H: 2.917 1.391 -0.866
H: 0.271 1.751 -0.139
H: 1.518 2.629 0.695
H: 0.906 1.191 1.396
C: -2.071 -0.954 -0.729
C: -1.388 -1.438 0.535
H: -3.149 -1.050 -0.668
H: -1.810 0.066 -0.970
H: -1.785 -1.581 -1.577
H: -1.897 -2.278 1.001
H: -1.278 -0.667 1.302
H: -0.352 -1.768 0.412

Energy above the lowest of the compared OMol25 structures with the same formula, charge and spin in kcal/mol: 4.0
SMILES string: CC.CC
Calculated total energy in eV: -4342.35412
Total charge: 0
Frontier orbital gap in eV: 12.824



# 5
This record from the Open Molecules 2025 dataset describes a 13-piece molecular cluster, C26H78O13 overall in a non-equilibrium geometry. The level of theory is wB97M-V/def2-TZVPD.

CARTESIAN COORDINATES (ANGSTROEM)
C: -2.302 -5.963 3.100
C: -1.196 -5.048 2.871
O: -0.221 -5.085 3.907
H: -2.925 -5.744 4.001
H: -1.781 -6.812 3.329
H: -3.056 -6.008 2.444
H: -1.641 -3.953 2.622
H: -0.721 -5.267 1.817
H: 0.133 -4.137 3.698
C: -4.949 -1.684 0.167
C: -4.408 -0.282 -0.076
O: -3.245 -0.299 -0.831
H: -5.280 -2.338 -0.703
H: -5.911 -1.734 0.613
H: -4.183 -2.353 0.376
H: -4.236 -0.136 1.021
H: -5.178 0.350 -0.500
H: -2.601 -0.473 -0.237
C: -1.960 -5.321 -1.263
C: -0.455 -5.434 -1.271
O: 0.051 -4.109 -0.889
H: -2.592 -4.719 -1.981
H: -2.301 -5.049 -0.197
H: -2.420 -6.423 -1.540
H: -0.062 -5.440 -2.357
H: -0.137 -6.184 -0.520
H: 1.016 -4.044 -0.888
C: -1.340 -2.846 -3.983
C: -1.427 -1.432 -4.628
O: -2.102 -1.536 -5.890
H: -0.909 -2.585 -3.018
H: -0.790 -3.498 -4.710
H: -2.327 -3.272 -3.750
H: -0.556 -1.129 -4.907
H: -1.868 -0.607 -3.841
H: -1.773 -2.370 -6.019
C: 4.663 1.333 2.060
C: 3.728 1.965 1.069
O: 3.513 3.389 1.249
H: 5.635 1.848 1.803
H: 4.757 0.205 1.911
H: 4.445 1.580 3.087
H: 2.622 1.696 1.338
H: 3.909 1.693 0.127
H: 3.153 3.536 0.374
C: -0.276 3.774 2.396
C: 0.471 4.924 3.218
O: -0.562 5.664 3.793
H: 0.508 3.124 1.875
H: -0.939 4.030 1.684
H: -0.944 3.015 3.009
H: 1.105 5.472 2.582
H: 1.122 4.302 3.958
H: -0.109 6.272 4.381
C: 2.293 -1.399 -3.242
C: 3.842 -1.377 -3.237
O: 4.302 -1.870 -1.969
H: 1.801 -0.679 -2.294
H: 2.072 -2.487 -3.114
H: 2.048 -1.065 -4.268
H: 4.267 -0.401 -3.434
H: 4.294 -1.809 -4.116
H: 5.336 -2.000 -2.142
C: -1.930 4.141 -1.674
C: -2.810 3.026 -2.215
O: -2.052 1.971 -2.571
H: -1.389 4.743 -2.486
H: -1.273 3.848 -1.067
H: -2.438 4.676 -1.030
H: -3.454 3.364 -3.236
H: -3.497 2.688 -1.519
H: -2.335 1.151 -2.346
C: -1.753 -0.862 4.074
C: -1.359 0.412 4.917
O: -2.516 1.266 4.928
H: -1.785 -0.483 3.063
H: -2.813 -1.299 4.281
H: -0.862 -1.581 4.246
H: -0.312 1.127 4.949
H: -1.294 0.246 6.011
H: -2.309 2.116 5.379
C: 2.543 2.235 -4.252
C: 0.991 2.480 -4.158
O: 0.660 2.151 -2.847
H: 2.966 3.093 -3.937
H: 2.941 1.897 -5.259
H: 2.887 1.624 -3.782
H: 0.552 1.869 -4.784
H: 0.542 3.464 -4.351
H: -0.325 1.815 -2.898
C: 2.388 6.184 -0.294
C: 1.562 5.282 -1.254
O: 2.077 4.032 -1.068
H: 3.424 6.135 -0.591
H: 2.093 6.109 0.735
H: 1.954 7.359 -0.484
H: 1.680 5.731 -2.293
H: 0.375 5.398 -0.933
H: 1.439 3.401 -1.393
C: -0.350 0.503 0.440
C: -0.268 -0.979 -0.232
O: -1.205 -1.767 0.381
H: 0.375 1.295 0.007
H: -0.402 0.566 1.645
H: -1.341 0.783 0.234
H: 0.706 -1.645 0.026
H: -0.589 -0.907 -1.316
H: -0.879 -2.556 0.113
C: 2.262 -2.182 2.402
C: 2.000 -1.622 3.847
O: 1.485 -2.713 4.634
H: 1.302 -2.576 2.199
H: 2.857 -3.014 2.292
H: 2.279 -1.433 1.685
H: 1.343 -0.759 3.976
H: 2.990 -1.071 4.280
H: 1.448 -2.520 5.486

Energy above the lowest of the compared OMol25 structures with the same formula, charge and spin in kcal/mol: 399.6
Calculated total energy in eV: -54826.34150
Total charge: 0
Frontier orbital gap in eV: 9.643



# 6
This record from the Open Molecules 2025 dataset describes C2H10N4O as an isolated structure in a non-equilibrium geometry. The level of theory is wB97M-V/def2-TZVPD.

CARTESIAN COORDINATES (ANGSTROEM)
C: 1.109 0.207 -1.612
N: -0.406 -1.487 0.002
C: 0.521 0.195 -0.235
N: -0.254 -1.951 1.344
N: 1.188 0.597 0.787
H: -0.009 -2.142 -0.670
H: -0.836 -1.379 1.953
H: 0.708 -1.770 1.640
H: 0.588 0.602 1.617
H: 1.504 1.200 -1.824
H: 1.921 -0.523 -1.680
H: 0.350 -0.026 -2.361
N: -1.446 1.753 0.613
O: -1.035 0.873 -0.432
H: -1.261 -0.893 -0.181
H: -0.647 2.304 0.947
H: -1.996 2.440 0.090

Energy above the lowest of the compared OMol25 structures with the same formula, charge and spin in kcal/mol: 132.1
Calculated total energy in eV: -10239.39593
Total charge: 0
Frontier orbital gap in eV: 9.375